Entry from the OMol25 dataset: a molecular structure, C22H27BrN9OPTl (ωB97M-V/def2-TZVPD).

XYZ file:
```
62
Properties=species:S:1:pos:R:3:forces:R:3
Tl -0.442 -0.736 -0.650 0.0 -0.2 -0.1
C -1.723 -2.886 5.104 0.0 0.0 0.0
N -1.702 -2.882 3.648 0.0 0.0 0.0
C -2.232 -3.854 2.847 0.0 0.0 0.1
C -1.991 -3.460 1.560 0.0 0.0 0.0
N -1.326 -2.271 1.559 0.0 0.1 0.1
C -1.160 -1.937 2.827 0.0 0.0 -0.1
P -0.340 -0.453 3.481 0.0 0.0 0.1
C -1.174 0.842 2.523 0.0 0.0 -0.1
N -1.304 0.923 1.211 0.0 0.0 -0.1
C -2.052 2.034 0.956 0.0 0.0 0.0
C -2.376 2.642 2.137 0.0 0.0 0.0
N -1.817 1.881 3.125 0.0 0.0 0.0
C -1.927 2.152 4.552 0.0 0.0 0.0
C 1.262 -0.549 2.631 0.0 0.0 -0.1
N 1.479 -0.636 1.331 0.0 0.1 0.0
C 2.830 -0.716 1.170 0.0 0.0 0.0
C 3.442 -0.676 2.391 0.0 0.0 0.0
N 2.441 -0.569 3.315 0.1 0.0 0.0
C 2.635 -0.515 4.758 0.0 0.0 -0.1
H -2.250 -3.777 5.433 0.0 0.0 0.0
H -0.711 -2.907 5.503 0.0 0.0 0.0
H -2.241 -2.008 5.482 0.0 0.0 0.0
H -2.723 -4.719 3.258 0.0 0.0 0.0
H -2.262 -3.970 0.650 0.0 0.0 0.0
H -2.324 2.312 -0.049 0.0 0.0 0.0
H -2.947 3.526 2.361 0.0 0.0 0.0
H -2.468 3.085 4.678 0.0 0.0 0.0
H -2.473 1.356 5.053 0.0 0.0 0.0
H -0.941 2.252 5.000 0.0 0.0 0.0
H 3.285 -0.802 0.196 0.0 0.0 0.0
H 4.477 -0.718 2.685 0.0 0.0 0.0
H 3.704 -0.499 4.954 0.0 0.0 0.0
H 2.185 0.384 5.172 0.0 0.0 0.0
H 2.201 -1.391 5.237 0.0 0.0 0.0
O -2.685 1.890 -6.446 0.0 0.0 0.0
C -2.461 1.670 -5.137 0.0 0.0 -0.1
C -1.622 2.464 -4.361 0.0 0.0 0.0
C -1.468 2.137 -3.031 0.0 0.0 0.1
N -2.079 1.106 -2.438 0.0 0.0 -0.1
C -2.854 0.369 -3.210 -0.1 0.0 0.0
Br -3.690 -1.127 -2.381 0.0 0.0 0.0
C -3.102 0.584 -4.551 0.0 0.0 0.1
H -2.191 2.659 -6.748 0.0 0.0 0.0
H -1.097 3.312 -4.782 0.0 0.0 0.0
H -0.813 2.727 -2.402 0.0 0.0 0.0
H -3.758 -0.053 -5.124 0.0 0.0 0.0
C 5.055 0.940 -3.301 0.0 0.0 0.0
C 3.620 0.553 -3.421 0.0 0.0 0.0
C 2.979 -0.336 -4.252 0.0 0.0 0.0
C 1.616 -0.271 -3.895 -0.1 0.0 0.0
N 1.423 0.601 -2.917 0.1 0.1 0.1
N 2.655 1.081 -2.638 0.0 0.0 0.0
C 0.463 -1.035 -4.457 0.0 0.0 -0.1
H 5.566 0.768 -4.246 0.0 0.0 0.0
H 5.568 0.357 -2.535 0.0 0.0 0.0
H 5.162 1.997 -3.052 0.0 0.0 0.0
H 3.432 -0.945 -5.017 0.0 0.0 0.0
H 2.761 1.797 -1.942 0.0 0.0 0.0
H 0.614 -1.254 -5.514 0.0 0.0 0.0
H -0.456 -0.460 -4.353 0.0 0.0 0.0
H 0.326 -1.988 -3.940 0.0 0.0 0.0
```
Forces are in eV/Å.

**E**: -4510.302896 a.u.
**2S+1**: 1
**Energy relative to the best compared isomer or geometry (same formula, charge and spin)**: 3.9 kcal per mole
**Charge**: +1
**HOMO-LUMO gap**: 9.14 eV
**HOMO level**: -10.86 eV